{"formula": "C8H14O3", "method": "ωB97M-V/def2-TZVPD", "smiles": "C[C@@H]1C=C[C@@H](CCCO)OO1", "spin_multiplicity": 1, "charge": 0, "homo_lumo_gap_ev": 10.5, "molar_mass_g_mol": 158.2, "symbols": ["C", "C", "C", "C", "C", "C", "C", "C", "H", "H", "H", "H", "H", "H", "H", "H", "H", "H", "H", "H", "H", "H", "O", "O", "O"], "coordinates": [[-1.110, 1.294, 2.701], [-1.343, 1.205, 1.172], [-0.546, -1.208, -0.323], [0.083, -0.890, -1.670], [1.573, -1.166, -1.738], [2.533, -0.328, -0.918], [-1.977, -0.775, -0.161], [-2.336, 0.181, 0.696], [-0.209, 1.897, 2.907], [-1.999, 1.792, 3.075], [-0.956, 0.295, 3.130], [-1.633, 2.166, 0.783], [-0.354, -2.237, -0.072], [-0.393, -1.416, -2.482], [-0.092, 0.243, -1.788], [1.863, -1.170, -2.782], [1.775, -2.192, -1.482], [2.473, -0.499, 0.175], [3.540, -0.601, -1.217], [1.535, 1.250, -0.522], [-2.758, -1.350, -0.696], [-3.415, 0.288, 0.989], [-0.089, 0.895, 0.543], [0.175, -0.477, 0.737], [2.335, 1.040, -1.102]]}

{"formula": "C20H30N4O4", "method": "ωB97M-V/def2-TZVPD", "smiles": "CC(C)(C)C(=O)N1CCN(c2ccc([N+](=O)[O-])c(NC[C@H]3CCCO3)c2)CC1", "spin_multiplicity": 1, "charge": 0, "homo_lumo_gap_ev": 8.0, "molar_mass_g_mol": 390.5, "symbols": ["C", "H", "H", "H", "C", "C", "H", "H", "H", "C", "H", "H", "H", "C", "O", "N", "C", "H", "H", "C", "N", "C", "C", "C", "N", "C", "C", "C", "H", "C", "H", "C", "H", "H", "O", "H", "H", "H", "H", "H", "H", "C", "C", "C", "H", "H", "N", "O", "O", "H", "C", "H", "H", "C", "H", "H", "H", "H"], "coordinates": [[-6.918, -1.250, -0.342], [-6.952, -1.526, -1.393], [-7.889, -0.861, -0.047], [-6.707, -2.149, 0.230], [-5.830, -0.193, -0.101], [-5.812, 0.105, 1.405], [-5.446, -0.763, 1.950], [-5.199, 0.961, 1.671], [-6.827, 0.310, 1.740], [-6.196, 1.041, -0.935], [-5.517, 1.876, -0.795], [-6.198, 0.782, -1.991], [-7.196, 1.374, -0.664], [-4.503, -0.816, -0.572], [-4.482, -1.965, -0.976], [-3.353, -0.086, -0.587], [-3.041, 1.189, 0.014], [-3.929, 1.696, 0.375], [-2.561, 1.821, -0.745], [-2.060, 0.961, 1.178], [-0.848, 0.323, 0.720], [0.275, 1.037, 0.387], [1.477, 0.381, 0.138], [2.668, 1.051, -0.163], [3.809, 0.380, -0.392], [3.974, -1.047, -0.351], [5.425, -1.406, -0.698], [6.432, -0.829, 0.316], [6.962, 0.034, -0.080], [7.359, -2.012, 0.597], [7.788, -1.990, 1.595], [6.411, -3.190, 0.389], [6.912, -4.120, 0.120], [5.799, -3.358, 1.287], [5.590, -2.817, -0.701], [8.164, -2.049, -0.138], [5.913, -0.530, 1.227], [5.636, -1.055, -1.716], [3.312, -1.541, -1.074], [3.738, -1.439, 0.648], [4.620, 0.957, -0.604], [2.632, 2.475, -0.209], [1.421, 3.131, 0.049], [0.274, 2.452, 0.341], [-0.629, 3.013, 0.506], [1.420, 4.209, -0.002], [3.749, 3.269, -0.495], [3.618, 4.484, -0.509], [4.839, 2.729, -0.722], [1.519, -0.693, 0.204], [-1.159, -0.951, 0.106], [-0.261, -1.433, -0.273], [-1.618, -1.602, 0.857], [-2.143, -0.740, -1.054], [-2.426, -1.699, -1.490], [-1.673, -0.110, -1.818], [-1.832, 1.895, 1.689], [-2.532, 0.285, 1.901]]}

{"formula": "C30H73IO15P5", "method": "ωB97M-V/def2-TZVPD", "spin_multiplicity": 1, "charge": 1, "homo_lumo_gap_ev": 5.9, "molar_mass_g_mol": 955.7, "symbols": ["C", "C", "C", "C", "P", "I", "C", "O", "C", "O", "C", "C", "O", "P", "C", "C", "C", "C", "H", "H", "H", "H", "H", "H", "H", "H", "H", "H", "H", "H", "H", "H", "H", "H", "H", "H", "H", "H", "H", "H", "H", "H", "H", "H", "H", "H", "O", "P", "O", "C", "C", "O", "C", "C", "O", "C", "C", "H", "H", "H", "H", "H", "H", "H", "H", "H", "H", "H", "H", "H", "H", "H", "O", "P", "O", "C", "C", "O", "C", "C", "O", "C", "C", "H", "H", "H", "H", "H", "H", "H", "H", "H", "H", "H", "H", "H", "H", "H", "O", "P", "O", "C", "C", "O", "C", "C", "O", "C", "C", "H", "H", "H", "H", "H", "H", "H", "H", "H", "H", "H", "H", "H", "H", "H"], "coordinates": [[-1.602, -1.317, 3.078], [-3.084, -0.678, 3.367], [-3.369, 0.701, 2.485], [-2.285, 1.813, 3.008], [-3.405, 0.425, 0.596], [-3.903, -2.014, 0.288], [-1.719, 0.702, -0.286], [-1.274, 2.103, -0.325], [-1.509, 2.728, -1.640], [-1.856, 4.158, -1.590], [-1.091, 4.885, -0.566], [0.546, 4.937, -0.866], [1.277, 3.766, -0.357], [-4.991, 1.483, -0.464], [-5.013, 3.357, -0.098], [-4.645, 3.771, 1.445], [-6.702, 0.661, -0.260], [-7.223, 0.516, 1.292], [-0.780, -0.530, 2.777], [-1.224, -1.805, 4.097], [-1.574, -2.175, 2.283], [-3.974, -1.457, 3.306], [-3.073, -0.314, 4.504], [-4.449, 1.065, 2.823], [-1.799, 1.385, 4.012], [-2.855, 2.800, 3.352], [-1.389, 2.019, 2.284], [-1.849, 0.242, -1.380], [-0.952, -0.032, 0.255], [-2.425, 2.188, -2.181], [-0.552, 2.642, -2.348], [-1.445, 6.023, -0.637], [-1.340, 4.562, 0.548], [0.934, 5.885, -0.254], [0.686, 5.151, -2.008], [1.106, 3.661, 0.643], [-6.135, 3.720, -0.279], [-4.371, 3.890, -0.923], [-5.146, 3.035, 2.204], [-5.117, 4.850, 1.634], [-3.484, 3.892, 1.570], [-6.651, -0.389, -0.791], [-7.500, 1.309, -0.849], [-6.768, 1.356, 1.970], [-8.414, 0.583, 1.247], [-6.922, -0.584, 1.639], [-0.616, -6.379, 0.612], [-1.883, -7.068, 0.049], [-1.082, -8.457, -0.355], [-0.681, -9.321, 0.694], [-1.872, -10.009, 1.330], [-1.764, -6.272, -1.406], [-1.515, -4.871, -1.397], [-0.083, -4.610, -1.836], [-3.299, -7.838, -0.580], [-3.541, -8.122, -1.952], [-2.769, -9.315, -2.481], [-0.104, -8.768, 1.442], [-0.016, -10.074, 0.257], [-2.530, -9.281, 1.816], [-1.545, -10.733, 2.082], [-2.470, -10.529, 0.577], [-1.715, -4.441, -0.411], [-2.208, -4.400, -2.102], [0.635, -5.203, -1.258], [0.170, -3.550, -1.725], [0.051, -4.892, -2.885], [-3.404, -7.242, -2.587], [-4.609, -8.361, -2.018], [-1.712, -9.074, -2.620], [-3.164, -9.623, -3.454], [-2.834, -10.163, -1.794], [2.220, 1.057, 5.293], [2.838, 0.073, 6.316], [4.245, -0.100, 5.463], [5.158, 0.983, 5.462], [5.817, 1.152, 6.817], [2.001, -1.222, 5.691], [0.613, -1.068, 5.421], [0.396, -0.990, 3.919], [3.529, -1.027, 7.458], [3.759, -2.413, 7.232], [4.965, -2.704, 6.360], [4.654, 1.905, 5.156], [5.923, 0.761, 4.711], [5.079, 1.421, 7.579], [6.578, 1.938, 6.782], [6.288, 0.221, 7.141], [0.207, -0.189, 5.930], [0.092, -1.943, 5.824], [1.036, -0.232, 3.454], [-0.648, -0.755, 3.689], [0.650, -1.944, 3.448], [2.865, -2.925, 6.864], [3.952, -2.843, 8.221], [4.763, -2.470, 5.311], [5.225, -3.766, 6.413], [5.831, -2.117, 6.676], [4.307, 6.682, -5.075], [3.314, 6.009, -6.054], [3.689, 4.478, -5.553], [3.224, 4.063, -4.281], [1.721, 3.862, -4.281], [4.373, 6.127, -7.331], [5.043, 7.362, -7.548], [6.503, 7.223, -7.147], [2.204, 5.256, -7.147], [2.567, 4.480, -8.283], [3.043, 3.080, -7.948], [3.521, 4.784, -3.514], [3.717, 3.113, -4.050], [1.202, 4.808, -4.464], [1.384, 3.464, -3.319], [1.419, 3.172, -5.072], [4.556, 8.176, -7.003], [4.975, 7.601, -8.614], [6.610, 6.819, -6.134], [7.012, 8.191, -7.193], [7.016, 6.527, -7.817], [3.277, 5.002, -8.931], [1.650, 4.386, -8.878], [4.049, 3.095, -7.520], [3.082, 2.465, -8.852], [2.377, 2.599, -7.227]]}

{"formula": "C8H6FIN2O7P2S", "method": "ωB97M-V/def2-TZVPD", "smiles": "N=[PH2]c1cc2c(c(P(=O)(O)O)c1S(=O)(=O)F)C(=O)N(I)C2=O", "spin_multiplicity": 1, "charge": 0, "homo_lumo_gap_ev": 7.1, "molar_mass_g_mol": 482.1, "symbols": ["N", "P", "C", "C", "C", "C", "C", "P", "O", "O", "O", "C", "S", "O", "O", "F", "C", "O", "N", "I", "C", "O", "H", "H", "H", "H", "H", "H"], "coordinates": [[3.656, 2.424, 0.674], [3.274, 1.259, -0.357], [1.472, 0.753, -0.061], [0.742, 1.684, 0.816], [-0.652, 1.470, 1.125], [-1.242, 0.247, 0.504], [-0.595, -0.697, -0.367], [-1.563, -2.126, -1.068], [-1.106, -2.485, -2.433], [-1.358, -3.509, -0.147], [-3.179, -1.799, -1.196], [0.852, -0.441, -0.646], [1.796, -1.588, -1.684], [3.228, -1.519, -1.472], [1.490, -1.353, -3.071], [1.339, -3.076, -1.183], [-2.682, 0.328, 1.078], [-3.583, -0.466, 1.144], [-2.902, 1.610, 1.689], [-4.510, 2.728, 1.102], [-1.673, 2.285, 1.976], [-1.460, 3.242, 2.648], [4.437, 2.033, 1.217], [3.428, 1.788, -1.680], [4.138, 0.154, -0.162], [1.274, 2.562, 1.252], [-1.002, -3.277, 0.732], [-3.619, -2.229, -0.431]]}

In eV, the total energy values for the records above are, in order, -14661.7113 -35375.1068 -117526.4842 -65934.7619.
In Eh, the HOMO level values for the records above are, in order, -0.35364 -0.29821 -0.38199 -0.34097.